No. 1
DFT (ωB97M-V/def2-TZVPD) results for a cluster of 2 separate species, C5H10N2O in total.

XYZ file:
```
18
Properties=species:S:1:pos:R:3:lowdin_charge:R:1
C 2.84901 -0.51449 -0.25825 -0.1098
C 2.14749 -1.54775 -0.60181 -0.1225
C -0.76563 -0.60832 -0.52948 -0.0550
C -0.90292 0.86308 -0.12309 -0.3654
C -2.28860 1.40424 -0.56959 -0.0664
N -0.81418 -1.23606 0.54105 0.0474
N -0.74475 0.81985 1.37326 -0.1115
O -1.13513 -0.33860 1.91577 -0.0934
H 3.03599 -0.38069 0.81405 0.0462
H 3.12026 0.47940 -0.64161 0.0574
H 2.01788 -2.37264 0.11563 0.0641
H 1.80579 -1.66360 -1.62814 0.0526
H -0.01792 1.52149 -0.58266 0.1675
H -2.90561 1.12965 0.19412 0.0321
H -2.67596 0.99964 -1.61625 0.1196
H -2.14998 2.48255 -0.71349 0.0690
H -0.72999 -2.27408 0.72262 0.1579
H 0.15428 1.23632 1.58787 0.1103
```

Kohn-Sham gap (spin up / spin down)   9.6 / 9.6 eV
M   114.1 g mol⁻¹
Relative energy (zero: lowest compared OMol25 entry of this formula, charge and spin)   712.4 kJ/mol
Max |F|   4.37 eV/A


No. 2
DFT (ωB97M-V/def2-TZVPD) results for a cluster of 2 separate species, N4S in total.

XYZ file:
```
5
Properties=species:S:1:pos:R:3:lowdin_charge:R:1
N -0.17936 1.16418 -0.16555 0.1204
N -1.10022 0.53140 -0.00811 -0.8037
S -2.21841 -0.47647 0.04122 0.6514
N 1.68925 -0.16507 0.38136 -0.0141
N 1.80874 -1.05404 -0.24892 0.0461
```

Kohn-Sham gap   10.5 eV
M   88.1 g mol⁻¹
Relative energy (zero: lowest compared OMol25 entry of this formula, charge and spin)   31.9 kJ/mol
Max |F|   4.78 eV/A


No. 3
DFT (ωB97M-V/def2-TZVPD) results for a cluster of 5 separate species, C5H19NO5S in total.

XYZ file:
```
31
Properties=species:S:1:pos:R:3:lowdin_charge:R:1
C -2.23883 1.38085 0.64538 -0.0974
C -1.09733 1.99324 -0.16314 -0.1631
C -0.24264 0.89428 -0.83623 -0.5794
O -0.58295 0.54454 -1.89340 0.0643
N 0.79792 0.31887 -0.17132 0.0335
C 1.38006 0.55608 1.08700 -0.2920
C 2.05686 1.83618 1.17657 -0.5270
S 2.28475 2.73646 -0.37541 0.7675
H -2.60955 2.03392 1.42801 0.0572
H -3.05585 0.98331 -0.02850 0.0948
H -1.85502 0.55141 1.43575 0.1031
H -0.53922 2.68959 0.44467 0.0839
H -1.52990 2.55255 -1.00389 0.1205
H 1.26609 -0.45072 -0.64701 0.1004
H 2.03748 -0.29777 1.30181 0.1277
H 0.60272 0.42140 1.92648 0.1397
H 2.90919 1.69384 1.67763 0.0262
H 1.45713 2.49439 1.87037 0.0911
H 1.48607 2.28651 -1.32545 -0.1553
O -1.21567 -1.70646 2.11327 -0.1091
H -0.44380 -2.26987 2.35823 0.0507
H -1.43573 -2.24309 1.31684 -0.0274
O -1.94298 -2.45657 -0.21716 -0.0329
H -1.21221 -2.97077 -0.51419 0.0378
H -1.90685 -1.47954 -0.41267 0.0779
O -0.10086 -1.92710 -2.47682 -0.1096
H 0.50173 -1.74625 -3.24586 0.0899
H -0.74345 -1.17317 -2.32279 0.0448
O 2.19426 -2.11903 -0.93490 0.0298
H 1.45710 -2.28186 -1.62020 0.0613
H 2.32148 -2.84523 -0.59307 -0.1089
```

Kohn-Sham gap   9.3 eV
M   205.3 g mol⁻¹
Relative energy (zero: lowest compared OMol25 entry of this formula, charge and spin)   332.6 kJ/mol
Max |F|   13.53 eV/A


No. 4
DFT (ωB97M-V/def2-TZVPD) results for a cluster of 3 separate species, C34H49F7N2O8 in total.

XYZ file:
```
100
Properties=species:S:1:pos:R:3:lowdin_charge:R:1
C -0.92109 -0.86951 4.86407 -0.0654
C -1.26606 0.60010 4.51918 -0.2557
O -0.33538 1.07177 3.55587 -0.1834
C -0.94131 1.37919 2.29848 -0.1946
C -1.56687 0.17329 1.57414 -0.1499
C -0.88228 -0.22874 0.24462 -0.1864
C 0.63571 -0.01971 0.20405 -0.1814
C 1.37176 -0.73052 1.37058 -0.0965
C 2.84631 -0.72405 1.02036 -0.0904
C 3.66385 0.29962 1.25321 -0.0935
C 3.23550 1.58933 1.92055 -0.0982
C 3.44483 1.52093 3.46177 -0.2435
N 4.70695 2.19107 3.83866 -0.0074
C 5.07974 0.13871 0.79594 -0.2389
O 6.01230 0.61231 1.42504 0.0987
C 5.24890 -0.64163 -0.49345 -0.0360
C 6.22444 -0.29615 -1.40911 -0.1345
C 7.15942 0.85221 -1.10760 -0.0152
C 6.29481 -1.02700 -2.57718 -0.1118
C 7.34663 -0.65083 -3.62333 -0.2028
N 6.70758 0.23031 -4.62162 0.0304
C 5.42095 -2.05816 -2.84020 -0.0819
C 5.49889 -2.81982 -4.17360 -0.1480
O 4.24709 -2.95488 -4.82296 -0.1477
C 3.80165 -1.70057 -5.34162 -0.2491
C 2.37529 -1.39857 -4.88176 -0.0605
C 4.45740 -2.42778 -1.91185 -0.0813
C 3.49376 -3.59503 -2.09460 -0.0784
C 2.00631 -3.23485 -2.12145 -0.1710
F 1.31501 -4.10578 -1.27050 -0.0626
C 4.39462 -1.68763 -0.74647 -0.0351
C 3.37074 -1.95684 0.33934 -0.2537
O 3.00666 -3.06898 0.67644 0.1246
H -1.08409 -1.09875 5.91691 0.0681
H 0.09823 -1.05902 4.53206 0.0720
H -1.55163 -1.56051 4.29522 0.0606
H -2.29834 0.69417 4.17703 0.1140
H -1.14085 1.15947 5.45038 0.1128
H -0.23494 1.94488 1.69454 0.1109
H -1.75843 2.07429 2.53682 0.1175
H -1.65412 -0.71983 2.19316 0.1054
H -2.58646 0.46118 1.31833 0.0824
H -1.10730 -1.25403 -0.05752 0.1100
H -1.30590 0.39606 -0.55076 0.1102
H 0.88135 1.04328 0.21136 0.0980
H 1.02412 -0.41625 -0.73928 0.1026
H 1.28206 -0.17907 2.30487 0.0974
H 0.98154 -1.74676 1.43128 0.1292
H 2.18010 1.77237 1.75465 0.0874
H 3.86153 2.38572 1.51215 0.1234
H 2.64196 2.11735 3.90020 0.0984
H 3.42057 0.48291 3.80045 0.1145
H 5.12771 1.70385 4.61722 0.0596
H 5.34509 2.20741 3.05521 0.0357
H 6.58630 1.78413 -1.16695 0.1006
H 7.98120 0.94321 -1.81171 0.0603
H 7.58739 0.80155 -0.11263 0.0772
H 7.65622 -1.57809 -4.09843 0.1042
H 8.23011 -0.20300 -3.17874 0.0947
H 6.97072 -0.03442 -5.56061 0.0713
H 6.92560 1.20006 -4.44300 0.0709
H 5.94161 -3.79425 -3.95774 0.1405
H 6.13019 -2.27325 -4.87254 0.0967
H 3.74035 -1.79978 -6.43394 0.1172
H 4.47560 -0.87182 -5.11497 0.0983
H 1.80025 -2.31692 -4.99761 0.0709
H 2.41462 -1.06842 -3.84438 0.0675
H 1.90715 -0.65976 -5.53291 0.0776
H 3.76799 -4.22203 -2.93760 0.1106
H 3.61719 -4.23076 -1.21675 0.1215
H 1.82681 -2.23222 -1.73017 0.0966
H 1.55060 -3.37532 -3.09544 0.1026
C -5.32567 -4.07318 -0.65400 -0.0576
C -6.05505 -2.92258 -1.31365 -0.1928
O -6.41032 -1.90857 -0.35270 0.0373
C -5.44002 -1.07967 0.00249 -0.3946
O -4.31417 -1.09756 -0.39794 0.1717
C -5.97947 -0.03886 0.99239 -0.5333
F -6.71616 -0.59828 1.95913 0.1700
F -6.76151 0.85902 0.37111 0.1499
F -4.99225 0.62851 1.58315 0.1668
H -5.91725 -4.47936 0.16729 0.0846
H -5.13188 -4.86481 -1.37677 0.0846
H -4.37308 -3.74773 -0.23693 0.0772
H -6.99342 -3.26989 -1.74097 0.1251
H -5.47018 -2.48527 -2.12231 0.1261
C -8.78877 2.86693 1.36959 -0.0607
C -9.52292 3.99560 0.67851 -0.1900
O -9.90442 5.02440 1.61170 0.0336
C -8.94911 5.87460 1.96322 -0.4006
O -7.81821 5.86115 1.57797 0.1725
C -9.51888 6.92925 2.92249 -0.5481
F -10.26107 6.36970 3.88552 0.1653
F -10.29932 7.79490 2.26043 0.1661
F -8.54918 7.62299 3.51002 0.1739
H -9.38700 2.47028 2.19141 0.0892
H -8.57813 2.06697 0.66885 0.0623
H -7.84603 3.21179 1.79361 0.0808
H -10.45044 3.62722 0.24465 0.1252
H -8.93225 4.42306 -0.13140 0.1271
```

Kohn-Sham gap   8.3 eV
M   746.8 g mol⁻¹
Max |F|   1.58 eV/A


| no. | E_tot (eV) |
| --- | --- |
| 1 | -10367.922 |
| 2 | -16795.195 |
| 3 | -28054.094 |
| 4 | -74434.435 |